Entry 1:
Here is a cluster of 2 separate species, C7H12 in total from the OMol25 dataset. Energies are from ωB97M-V with the def2-TZVPD basis set.

Computed properties:
SMILES string   CC1=CC1.C=CC
Charge   0
Lowest unoccupied orbital energy   1.135 eV
M   96.17 g mol⁻¹
Energy above the lowest of the compared OMol25 structures with the same formula, charge and spin   3.068 eV
Kohn-Sham gap   10.2 eV

```
19
Properties=species:S:1:pos:R:3:forces:R:3:mulliken_charge:R:1
C -2.14305 0.69874 -0.28814 0.1 0.1 0.0 -0.845
C -2.05853 -0.73938 -0.70993 0.1 -0.1 -0.1 -0.007
C -1.00368 -1.29522 -1.30045 -0.1 0.1 0.1 -0.645
C 1.45545 0.40882 0.63581 0.1 0.2 -0.1 0.258
C 2.50526 0.08282 -0.38627 0.2 -0.3 -0.2 -0.561
C 1.89526 1.41297 -0.05244 -0.2 -0.1 0.2 -0.275
C 0.69486 -0.19243 1.75081 0.0 0.0 0.0 -0.970
H -2.88968 1.23108 -0.89042 0.1 -0.1 0.1 0.337
H -1.17840 1.20338 -0.40882 -0.2 -0.1 0.0 0.169
H -2.45339 0.79189 0.75999 0.0 0.0 -0.2 0.243
H -2.94414 -1.34917 -0.52595 0.1 0.1 0.0 0.293
H -1.00413 -2.33694 -1.61019 0.0 0.1 0.1 0.252
H -0.10007 -0.72106 -1.50076 -0.2 -0.1 0.0 0.171
H 2.23659 -0.43321 -1.31470 0.0 0.1 0.2 0.147
H 3.51788 -0.15595 -0.04301 -0.1 0.1 -0.1 0.215
H 1.92955 2.47508 -0.24336 0.0 -0.2 0.0 0.376
H 1.40833 -0.62305 2.46317 -0.1 0.0 -0.1 0.354
H 0.07894 0.54580 2.27296 0.1 -0.1 -0.1 0.235
H 0.05294 -1.00416 1.39171 0.1 0.1 0.0 0.251
```
Forces are in eV/Å.

---

Entry 2:
Here is a structure of composition C17H15AsN2O12PdS3 at a distorted geometry from the OMol25 dataset. Energies are from ωB97M-V with the def2-TZVPD basis set.

Computed properties:
Charge   -2
Lowest unoccupied orbital energy (alpha / beta)   4.496 / 4.171 eV
M   716.85 g mol⁻¹
Spin multiplicity   3
Kohn-Sham gap (alpha / beta)   7.9 / 7.8 eV

```
51
Properties=species:S:1:pos:R:3:forces:R:3:lowdin_spin:R:1
Pd -9.19774 2.28991 13.62924 -1.4 0.4 1.0 1.594
O -8.71541 5.83327 10.91567 0.5 1.9 0.3 0.003
As -9.53536 4.44233 11.44385 -4.3 -2.9 2.2 0.011
O -8.65789 3.03627 11.76193 1.2 1.3 -0.8 0.068
O -10.54748 5.03882 12.67727 1.9 -0.7 -1.4 0.021
C -10.82957 3.96558 10.02678 1.0 1.9 -1.5 0.004
C -10.88650 4.87020 8.91917 1.0 0.8 0.3 0.001
C -11.85857 4.85167 7.94495 -1.0 0.3 0.9 0.000
C -12.94831 3.98035 8.14816 1.4 -1.3 -0.6 0.000
C -12.82212 2.97809 9.10153 0.4 1.7 0.0 0.000
C -11.80326 3.00545 10.05570 0.2 0.3 0.1 0.001
S -12.13658 1.85481 11.33751 2.5 -0.7 0.0 0.004
O -13.35680 2.36001 11.85330 -1.6 0.7 1.7 0.003
O -12.30502 0.63619 10.60085 0.0 -1.5 -0.4 0.004
O -10.96730 1.79980 12.24942 -1.3 0.1 -0.4 0.040
H -9.16756 6.39407 11.61540 0.8 0.0 -0.9 0.000
H -10.20545 5.75021 8.80800 -0.1 -1.2 0.5 0.000
H -11.82004 5.66815 7.21282 -0.3 -0.6 0.1 0.000
H -13.73794 3.86603 7.44126 -0.6 0.4 -0.4 0.000
H -13.55640 2.24441 9.28932 -0.9 -0.6 -0.3 0.000
O -8.75916 -1.59281 15.63772 0.1 2.4 -0.1 0.011
S -8.56350 -0.12878 15.40930 0.3 -2.6 0.8 0.006
O -7.43258 0.47263 16.05849 0.6 -0.1 0.3 0.002
O -8.61840 0.16886 13.97138 -0.4 0.8 -1.1 0.075
C -9.98294 0.71489 16.10553 -1.4 -2.1 0.4 -0.001
C -11.31905 -0.06759 15.88412 0.6 -0.3 1.5 0.001
C -12.30300 0.21728 17.09134 1.4 -0.6 -1.4 0.000
C -12.74283 2.74964 16.84689 -3.1 -1.6 -0.6 0.000
C -11.63310 3.34496 17.10774 2.4 -0.1 0.2 0.001
C -10.36272 2.69184 16.67826 0.3 1.3 0.2 0.003
S -9.02654 4.06627 16.40830 -1.4 -0.5 -1.8 0.007
O -8.38864 4.27151 17.69310 0.1 -0.4 -0.2 0.006
O -9.77382 5.17180 15.85696 -0.4 0.5 0.9 0.004
O -8.18745 3.52344 15.30491 0.5 -0.8 0.7 0.051
H -11.24823 -1.06713 15.49501 0.0 -0.3 -0.2 0.000
H -13.08609 -0.48427 17.08154 -0.8 -1.3 0.4 0.000
H -13.68174 3.18612 17.08477 -0.6 0.7 0.4 0.000
H -11.57527 4.29115 17.57111 0.0 0.9 0.4 0.000
N -12.51108 -0.21270 19.46693 0.8 0.9 -1.1 0.000
C -11.66844 0.29063 18.40873 0.3 0.3 2.0 0.000
C -12.86781 1.37777 16.22637 -1.3 1.4 2.4 0.002
C -11.89995 1.15490 15.17960 1.8 -0.6 -1.9 0.004
N -10.59940 1.86422 15.47829 1.6 1.2 -2.6 0.070
C -9.76862 1.46362 17.42493 1.4 -0.5 0.9 0.001
C -10.43253 0.84142 18.60602 -2.3 -0.2 -0.6 0.000
H -13.16038 -0.95866 19.23645 0.6 0.2 0.3 0.000
H -12.06186 -0.19512 20.36317 -0.2 -0.5 0.2 0.000
H -13.87817 1.01534 15.98869 0.1 1.0 -0.3 0.000
H -12.21634 1.09234 14.13502 0.3 0.7 0.2 0.001
H -8.69281 1.57210 17.69285 -0.7 0.2 -0.6 0.000
H -9.97112 0.93756 19.58383 -0.1 -0.2 -0.1 0.000
```
Forces are in eV/Å.

---

Entry 3:
Here is an isolated molecule of C2H5N3O at a distorted geometry from the OMol25 dataset. Energies are from ωB97M-V with the def2-TZVPD basis set.

Computed properties:
SMILES string   [H]/N=C/N=C(\N)O
Charge   0
Lowest unoccupied orbital energy   0.602 eV
M   87.08 g mol⁻¹
Energy above the lowest of the compared OMol25 structures with the same formula, charge and spin   1.301 eV
Kohn-Sham gap   9.7 eV

```
11
Properties=species:S:1:pos:R:3:forces:R:3:mulliken_charge:R:1
N 0.71370 -0.26360 1.58395 0.0 0.0 -0.1 -0.384
C 0.72136 0.54461 0.50214 -0.3 -0.2 -0.3 0.672
O 1.57457 1.56506 0.48140 -0.1 0.0 -0.2 -0.562
N 0.02677 0.55435 -0.58976 -0.1 -0.2 0.0 -0.511
C -0.97169 -0.29916 -0.94701 -0.1 -0.2 0.0 0.038
N -1.56773 -0.14125 -2.05953 -0.1 -0.3 0.3 -0.588
H 1.40236 -0.16856 2.31547 -0.1 0.1 -0.3 0.238
H 0.16162 -1.10477 1.56529 0.1 0.1 0.0 0.184
H 1.21341 1.82592 -0.42591 1.1 0.8 0.7 0.494
H -1.20670 -1.09420 -0.22474 -0.2 -0.2 -0.1 0.156
H -2.28150 -0.85744 -2.16322 0.0 0.0 0.0 0.263
```
Forces are in eV/Å.